1.
# C7H14O

A cluster of 2 separate species, C7H14O in total (ωB97M-V/def2-TZVPD, OMol25).

Results
Gap between HOMO and LUMO, Ha: 0.351
HOMO, Eh: -0.32328
E_LUMO, eV: 0.764
E_tot, hartree: -350.3029
Strongest force on any atom, hartree/bohr: 0.015
SMILES string: C=C(C)C.C=C(C)O
Energy above the lowest of the compared OMol25 structures with the same formula, charge and spin, kcal/mol: 35.52

Geometry (Å):
1 O -2.040 -0.645 -0.643
2 C 1.199 -0.349 3.043
3 C 1.550 -0.345 1.756
4 C -2.251 0.228 -2.890
5 C -1.189 1.492 -1.005
6 C -1.793 0.415 -1.484
7 C 1.638 0.915 0.953
8 C 1.833 -1.620 1.026
9 H 1.054 0.783 0.041
10 H 0.879 0.496 3.639
11 H 1.032 -1.845 0.309
12 H -1.017 2.314 -1.681
13 H 1.257 1.753 1.533
14 H -3.333 0.094 -2.984
15 H 2.653 1.111 0.602
16 H -1.930 1.051 -3.523
17 H -0.994 1.517 0.055
18 H 2.748 -1.511 0.441
19 H 1.189 -1.285 3.593
20 H -1.859 -0.708 -3.306
21 H 1.847 -2.502 1.665
22 H -2.474 -1.359 -1.137

Atom charges from the natural (NBO) analysis, given in e for atoms 1 to 2: atom 1 (O): -0.684, atom 2 (C): -0.422

2.
# C43H62ClFeN2O5

A structure of composition C43H62ClFeN2O5 (ωB97M-V/def2-TZVPD, OMol25).

Results
Gap between HOMO and LUMO (spin up / spin down), Ha: 0.314 / 0.272
HOMO (spin up / spin down), Eh: -0.29825 / -0.29923
E_LUMO (spin up / spin down), eV: 0.417 / -0.746
Spin multiplicity: 6
E_tot, hartree: -3885.3030
Strongest force on any atom, hartree/bohr: 0.075
Energy above the lowest of the compared OMol25 structures with the same formula, charge and spin, kcal/mol: 41.22

Geometry (Å):
1 Fe 0.115 0.986 -0.774
2 Cl -5.031 4.156 5.462
3 O 0.101 2.535 0.574
4 O -0.270 -0.365 0.437
5 O 1.775 1.492 -1.492
6 O 0.311 4.102 2.951
7 O 0.256 4.413 -0.614
8 N -0.132 -0.422 -2.545
9 N -1.549 1.928 -1.788
10 C -2.298 0.805 -2.369
11 C 3.934 0.368 -1.160
12 C 0.992 -0.315 -3.419
13 C -2.129 4.403 2.713
14 C 2.296 -0.403 -2.748
15 C -0.964 4.154 3.445
16 C 3.011 -1.549 -3.099
17 C 5.782 0.808 0.593
18 C -3.404 -2.154 0.974
19 C 0.675 4.629 1.633
20 C 4.660 -0.717 -1.644
21 C 4.200 -4.208 -3.024
22 C -1.270 -1.244 0.303
23 C -4.494 -4.904 -1.251
24 C -2.567 -2.647 -1.187
25 C -1.407 -1.918 -0.931
26 C -1.398 -0.007 -3.226
27 C -5.705 -2.775 -1.540
28 C -3.582 -2.779 -0.273
29 C 4.424 2.601 -0.131
30 C 6.007 -3.390 -1.721
31 C 4.389 1.086 0.136
32 C 0.338 3.791 0.457
33 C 5.869 -2.707 -4.092
34 C -1.077 3.962 4.812
35 C 3.468 0.711 1.288
36 C -2.277 -1.448 1.302
37 C -2.329 3.833 5.415
38 C -0.496 -1.149 3.164
39 C -2.989 -1.267 3.861
40 C -3.463 4.046 4.656
41 C -2.110 0.697 2.667
42 C 4.250 -1.738 -2.570
43 C -4.816 -3.520 -0.602
44 C -2.441 2.745 -0.922
45 C -0.236 -1.825 -1.909
46 C -2.005 -0.829 2.702
47 C 0.146 3.549 5.513
48 C -5.623 -3.825 0.621
49 C -3.365 4.306 3.266
50 C 5.074 -2.953 -2.837
51 C -0.915 2.844 -2.770
52 C 2.666 0.512 -1.808
53 H 4.755 3.154 0.718
54 H -5.119 -4.624 1.157
55 H 6.664 -3.472 -4.270
56 H -4.298 4.486 2.672
57 H 3.393 -4.065 -3.736
58 H -1.574 1.176 1.882
59 H -1.951 4.654 1.669
60 H -3.135 2.096 -0.298
61 H -2.463 -0.815 4.795
62 H 0.906 0.718 -3.796
63 H 0.702 -1.877 -1.318
64 H -3.159 0.992 2.483
65 H -3.966 -0.754 3.615
66 H -3.825 -5.374 -0.560
67 H -3.992 -4.723 -2.158
68 H -6.660 -3.301 -1.758
69 H 4.703 -5.026 -3.516
70 H -1.871 1.123 3.616
71 H 0.578 2.773 4.932
72 H -5.181 -2.600 -2.492
73 H 0.321 5.578 1.471
74 H -6.597 -4.271 0.443
75 H 5.648 -0.794 -1.174
76 H 0.860 -1.021 -4.261
77 H -2.348 3.845 6.494
78 H 5.897 1.250 1.587
79 H 2.606 -2.202 -3.845
80 H 6.568 1.081 -0.125
81 H 0.043 2.514 -3.148
82 H -0.582 3.721 -2.189
83 H -2.069 -0.776 -3.539
84 H -2.587 -3.138 -2.168
85 H 6.716 -4.141 -2.108
86 H 6.649 -2.594 -1.370
87 H 3.889 -4.639 -2.094
88 H 1.791 4.676 1.684
89 H -3.017 3.333 -1.594
90 H -1.111 0.601 -4.068
91 H 5.108 2.826 -0.940
92 H 3.784 1.377 2.166
93 H -4.169 -2.249 1.682
94 H -0.147 -2.616 -2.678
95 H 6.068 -0.258 0.771
96 H 3.449 2.987 -0.282
97 H -1.833 3.401 -0.296
98 H 5.545 -3.689 -0.800
99 H 2.334 0.848 1.124
100 H -5.794 -2.924 1.243
101 H -5.423 -5.482 -1.301
102 H -0.426 -0.624 4.122
103 H -1.570 3.091 -3.607
104 H -0.362 -2.231 3.344
105 H -2.576 0.177 -1.522
106 H 6.501 -1.777 -4.027
107 H 5.344 -2.581 -5.055
108 H -3.180 -2.316 4.006
109 H -3.161 1.209 -2.953
110 H 0.839 4.396 5.421
111 H -5.863 -1.774 -1.154
112 H 0.070 3.295 6.558
113 H 0.226 -0.770 2.440
114 H 3.656 -0.282 1.610

Atom charges from the Mulliken analysis, given in e for atoms 1 to 2: atom 1 (Fe): 0.921, atom 2 (Cl): -0.250

3.
# C5H10O

A cluster of 2 separate species, C5H10O in total (ωB97M-V/def2-TZVPD, OMol25).

Results
Gap between HOMO and LUMO, Ha: 0.364
HOMO, Eh: -0.32765
E_LUMO, eV: 0.976
E_tot, hartree: -271.6593
Strongest force on any atom, hartree/bohr: 0.030
SMILES string: C=CC.C=CO
Energy above the lowest of the compared OMol25 structures with the same formula, charge and spin, kcal/mol: 58.55

Geometry (Å):
1 O -2.325 -0.039 -0.018
2 C -4.479 -0.936 0.403
3 C 2.309 0.529 0.090
4 C 2.902 1.558 0.676
5 C -3.172 -0.863 0.668
6 C 2.932 -0.105 -1.117
7 H -2.808 0.279 -0.798
8 H -2.621 -1.333 1.474
9 H 3.694 -0.812 -0.795
10 H 2.256 -0.789 -1.633
11 H 2.753 1.857 1.706
12 H -5.069 -1.831 0.519
13 H -4.958 -0.104 -0.101
14 H 3.279 0.588 -1.881
15 H 1.653 -0.077 0.710
16 H 3.655 2.079 0.097

Atom charges from the natural (NBO) analysis, given in e for atoms 1 to 2: atom 1 (O): -0.673, atom 2 (C): -0.574